Entry 1:
ORCA calculation (ωB97M-V/def2-TZVPD) on a molecular structure, C32H48N9NaO3P2S.

LUMO energy = 0.210 eV
Highest occupied orbital energy = -5.838 eV
Orbital gap = 6.047 eV
Molecular weight = 723.801 g/mol
F_max = 1.9 eV/A
Energy relative to the best compared isomer or geometry (same formula, charge and spin) = 11.3 kcal per mole

XYZ file:
```
96
Properties=species:S:1:pos:R:3:forces:R:3:lowdin_charge:R:1
S -0.74222 -3.01445 -2.07935 -0.1 0.0 -0.1 0.47
P 1.94135 0.72867 -2.42462 0.4 -0.2 0.0 0.50
P -0.74388 1.66311 -2.52077 0.3 -0.1 0.2 0.48
Na -0.16577 -0.77791 -0.48649 -1.0 -1.2 1.1 0.15
O 1.49663 -0.32122 -1.49737 1.4 0.7 -0.6 -0.29
O 0.68601 1.40788 -3.22236 -0.1 -0.2 0.1 -0.27
O -0.85428 1.23355 -1.11188 -0.2 0.5 -0.3 -0.26
N -1.25931 -2.30400 3.15058 -0.1 -0.1 0.1 0.13
N 1.11866 -3.10455 -0.15066 0.0 -0.3 -0.1 0.02
N 2.35145 0.01372 2.99988 0.2 0.0 0.2 0.13
N -0.85905 3.31176 -2.62134 -0.3 0.3 0.0 -0.29
N 2.92378 0.25191 -3.67199 -0.1 -0.6 0.0 -0.28
N -1.75863 0.88406 -3.53326 -0.3 0.0 -0.5 -0.27
N -1.25702 0.59164 2.86038 0.2 -0.2 0.2 -0.14
N -2.63797 -0.55986 0.67494 -0.2 0.4 0.0 0.14
N 2.75364 1.96758 -1.69706 -0.3 0.3 0.2 -0.27
C -2.77411 -2.17503 4.98939 -0.1 0.0 0.2 -0.04
C 3.24176 3.05993 -2.54750 -0.1 -0.1 0.2 -0.10
C 2.63753 -4.93804 0.22917 -0.1 -0.1 -0.2 -0.11
C -4.08841 1.33394 0.59918 -0.1 0.0 0.0 -0.04
C 2.04968 0.37985 4.25264 0.0 0.1 -0.3 -0.28
C -3.18527 0.99556 -3.21086 0.2 0.0 0.0 -0.08
C -2.21449 -0.09717 3.71955 0.1 -0.2 0.0 -0.14
C -2.92203 0.70385 1.02745 -0.2 -0.4 -0.2 -0.28
C 4.67600 -0.04793 3.59861 0.0 0.0 -0.1 -0.08
C -3.52487 -1.23900 -0.06863 0.5 0.1 0.1 -0.11
C 2.06411 -5.62818 -0.84453 0.0 0.0 0.0 -0.11
C -1.73796 4.00901 -1.67511 0.1 0.0 -0.1 -0.09
C 0.55010 -3.76253 -1.19581 0.4 0.0 0.4 -0.81
C 2.31599 -0.01672 -4.98469 0.1 -0.1 0.2 -0.10
C -0.80828 3.91361 -3.95457 -0.1 -0.1 0.2 -0.10
C 4.36448 0.36778 4.88234 0.0 0.0 0.1 -0.08
C -4.99266 0.62868 -0.18138 -0.1 0.0 0.1 -0.09
C 3.03700 0.58397 5.21408 0.1 0.0 0.1 -0.03
C 0.58948 0.54505 4.61824 0.0 -0.1 -0.4 -0.10
C 3.84782 -0.84313 -3.24045 -0.2 0.4 -0.1 -0.08
C 2.18272 2.45957 -0.42121 0.3 -0.1 -0.3 -0.08
C -2.73006 -3.54676 5.15776 -0.1 0.0 0.1 -0.08
C -1.22482 -3.63192 3.32149 0.0 0.3 0.0 -0.12
C -1.94591 -4.29830 4.29965 0.1 -0.1 -0.1 -0.07
C -0.26518 1.36077 3.62260 -0.1 -0.1 0.0 -0.18
C 3.63719 -0.20330 2.69283 -0.5 0.1 0.0 -0.14
C -1.98240 1.45944 1.95605 0.1 -0.2 -0.2 -0.16
C -1.46636 0.49751 -4.91388 -0.1 0.0 0.2 -0.07
C -4.71710 -0.68999 -0.51372 -0.1 0.1 0.0 -0.07
C -2.03685 -1.59226 3.96195 0.2 0.1 -0.2 -0.27
C 2.11949 -3.69554 0.52565 -0.4 0.3 -0.1 -0.18
C 1.02813 -5.05531 -1.54535 0.0 0.2 0.0 -0.14
H -1.34272 5.00821 -1.47733 0.0 0.0 0.0 0.08
H -3.32293 1.25717 -2.15866 0.1 -0.1 -0.1 0.06
H 3.44424 -5.35910 0.81272 0.0 0.0 0.0 0.08
H 2.76484 0.90418 6.21500 0.0 0.0 -0.1 0.11
H -1.27297 2.03294 1.35347 0.1 -0.1 0.0 0.11
H -2.28561 0.41015 4.69139 0.0 0.0 0.1 0.13
H 1.81628 1.62830 0.17204 0.0 -0.1 0.0 0.07
H -1.84977 1.23342 -5.63053 0.0 0.0 0.0 0.09
H -3.68128 1.74966 -3.83217 0.0 0.0 0.0 0.09
H -1.79549 3.94199 -4.43364 0.0 0.0 0.0 0.08
H 2.44368 3.77770 -2.77824 0.0 0.0 0.0 0.08
H 5.14602 0.51794 5.61923 -0.1 0.0 0.0 0.10
H 2.43241 -6.61195 -1.12069 0.0 0.1 0.0 0.10
H 4.43394 -0.51892 -2.37878 -0.1 0.0 -0.1 0.08
H 3.64446 2.66195 -3.47542 0.0 0.0 0.0 0.07
H -5.40890 -1.27733 -1.10641 0.1 0.0 0.0 0.11
H 0.39214 1.86556 2.91137 0.0 -0.1 -0.1 0.11
H 0.17363 -0.45862 4.70659 -0.1 -0.1 0.0 0.11
H -0.44262 4.93855 -3.87623 0.0 0.0 0.0 0.08
H 4.53273 -1.05371 -4.06029 0.0 0.1 0.0 0.08
H -5.91354 1.10109 -0.50926 0.1 0.0 0.0 0.11
H -2.75899 4.11943 -2.06449 0.1 0.0 0.0 0.09
H -3.38103 -1.55438 5.64468 0.1 -0.1 -0.1 0.11
H 4.03714 3.58813 -2.02198 0.0 0.0 0.0 0.08
H -3.67288 0.03536 -3.37695 0.0 -0.1 0.0 0.09
H 1.66021 -0.89619 -4.97889 0.0 0.0 0.1 0.10
H 0.54083 1.00476 5.60354 -0.1 0.0 0.1 0.11
H 3.31664 -1.76130 -2.97133 -0.1 0.1 -0.1 0.09
H -0.58962 -4.18030 2.63400 0.0 0.0 0.0 0.11
H -3.20181 -0.00583 3.26246 -0.1 0.0 0.1 0.12
H 1.36051 3.16443 -0.59252 0.0 0.0 -0.1 0.08
H 1.74984 0.84765 -5.32189 0.0 0.0 0.0 0.07
H -0.39836 0.38034 -5.06517 0.0 0.0 0.1 0.05
H -0.12427 3.35992 -4.60103 0.0 0.0 0.1 0.08
H -2.59247 2.18726 2.52076 0.0 0.1 -0.1 0.13
H -0.78719 2.15120 4.19106 0.0 0.1 0.0 0.11
H 2.96436 2.96794 0.14419 0.1 0.0 0.0 0.09
H -3.30896 -4.02172 5.94310 0.1 0.0 0.0 0.10
H -3.23583 -2.25729 -0.33416 0.0 0.2 0.1 0.09
H -1.78240 3.46099 -0.73363 0.1 0.0 -0.1 0.06
H -1.93925 -0.46459 -5.11713 0.0 0.0 0.0 0.09
H 5.69773 -0.24869 3.30128 0.0 0.0 0.0 0.10
H -1.89206 -5.37705 4.37957 0.0 0.1 0.0 0.10
H 3.82570 -0.52303 1.66809 0.0 0.1 0.1 0.11
H 3.11834 -0.19241 -5.69823 0.1 0.0 0.0 0.08
H 0.55151 -5.56888 -2.37100 0.1 0.0 0.0 0.08
H 2.51378 -3.13128 1.36984 -0.1 0.0 -0.1 0.09
H -4.29812 2.35700 0.90208 0.0 -0.1 0.0 0.11
```
Forces are in eV/Å.



Entry 2:
ORCA calculation (ωB97M-V/def2-TZVPD) on 2 unconnected molecules or ions with the total composition C2H4NO2.

LUMO energy (spin up / spin down) = -5.915 / -7.858 eV
Highest occupied orbital energy (spin up / spin down) = -15.716 / -14.571 eV
Orbital gap (spin up / spin down) = 9.800 / 6.713 eV
Molecular weight = 74.059 g/mol
F_max = 5.0 eV/A
Net charge = +1
Energy relative to the best compared isomer or geometry (same formula, charge and spin) = 105.5 kcal per mole

XYZ file:
```
9
Properties=species:S:1:pos:R:3:forces:R:3:lowdin_charge:R:1
O -0.91898 0.44349 0.26083 0.6 2.1 1.7 -0.08
O 0.21021 -2.95503 -0.34145 -0.1 -1.1 0.6 0.37
N -0.63243 1.48051 0.98152 -0.9 -0.5 -2.1 0.08
C 0.70388 -0.63017 -0.88865 -3.7 1.6 -3.0 0.14
C 0.45359 -1.87687 -0.52819 -0.8 -1.1 -0.8 -0.10
H 1.38854 -0.20353 -0.30549 3.0 2.2 1.8 0.06
H -0.68872 2.44227 0.50397 0.2 -1.8 1.0 0.19
H 0.06464 -0.07275 -1.68806 1.6 -1.4 1.3 0.18
H -0.58073 1.37209 2.00552 0.0 0.1 -0.6 0.16
```
Forces are in eV/Å.



Entry 3:
ORCA calculation (ωB97M-V/def2-TZVPD) on a gas-phase ion, C7H12NO2S (charge +1).

LUMO energy (spin up / spin down) = -4.029 / -5.209 eV
Highest occupied orbital energy (spin up / spin down) = -9.896 / -13.316 eV
Orbital gap (spin up / spin down) = 5.867 / 8.107 eV
Molecular weight = 174.245 g/mol
F_max = 5.9 eV/A
Net charge = +1
2S+1 = 3
Energy relative to the best compared isomer or geometry (same formula, charge and spin) = 6.5 kcal per mole

XYZ file:
```
23
Properties=species:S:1:pos:R:3:forces:R:3:lowdin_charge:R:1
S 0.83427 2.33917 -0.72809 0.8 2.8 1.1 1.01
O -0.56327 0.18853 0.07127 -2.4 -4.2 2.4 0.02
O 1.20614 -0.74116 -3.00167 1.8 0.9 -0.6 0.07
N 0.23883 -1.63701 -1.08482 -1.2 1.4 0.7 -0.05
C 1.02677 -0.69197 -1.68820 0.5 4.1 0.6 -0.12
C -1.64046 -1.90034 0.56538 1.5 0.4 1.4 0.07
C -0.58640 -1.17347 -0.19799 -2.2 3.0 1.4 -0.19
C 0.61784 3.38485 0.90118 0.5 -3.4 1.3 -0.38
C 0.04713 0.92104 -0.76748 3.0 -2.2 -4.6 -0.55
C -0.25823 2.83795 2.06113 -0.3 -1.2 -0.7 -0.13
C 0.49078 -3.01177 -1.04312 0.1 -2.9 -0.9 0.01
H 0.30441 4.30926 0.65599 -1.7 2.9 -1.7 0.02
H 1.10969 -3.28542 -0.20407 -0.2 -0.2 0.6 0.13
H -0.44828 -3.57778 -1.14982 0.5 0.1 0.4 0.12
H -0.01303 1.74510 2.32280 -0.2 1.9 -0.1 0.09
H -1.66260 -2.92033 0.24603 -0.6 -0.4 -0.1 0.08
H 1.05607 -3.30693 -1.89299 0.5 0.0 -0.9 0.10
H 1.61993 3.62454 1.21544 0.7 -0.8 0.2 0.07
H -1.33878 2.88369 1.81060 0.6 -0.2 -0.2 0.08
H -2.60524 -1.39199 0.65937 0.3 0.0 -0.7 0.12
H -0.20767 3.52524 2.91609 0.5 -0.4 -0.1 0.08
H -1.27511 -1.91513 1.61904 -0.1 -0.1 -0.4 0.14
H 2.04721 -0.20607 -3.28607 -2.3 -1.3 0.9 0.20
```
Forces are in eV/Å.



The highest molecular weight belongs to which entry?
C32H48N9NaO3P2S



What is the formula in the first record?
C32H48N9NaO3P2S



The lowest energy relative to the best compared isomer or geometry (same formula, charge and spin) belongs to which entry?
C7H12NO2S